C2H5NaO2 | wB97M-V/def2-TZVPD

Output
Electronic energy ... -10661.512 eV
E_HOMO ... -7.4 eV
2S+1 ... 1

```
10
Properties=species:S:1:pos:R:3:mulliken_charge:R:1
O 1.57340 -0.37303 1.08310 -0.5476
Na 3.18385 0.18994 -0.35296 0.9499
O 1.33019 -1.01016 -0.22425 -0.6851
H 0.77682 0.45029 0.95534 0.3631
C -1.02146 0.70975 0.14058 -1.0072
C -0.96694 -0.49008 -0.55132 -0.1262
H -1.63238 0.76296 1.04643 0.3032
H -0.80399 1.63447 -0.40396 0.2861
H -1.36241 -1.38223 -0.05277 0.2143
H -1.07708 -0.49192 -1.64019 0.2494
```